[1]
105
Properties=species:S:1:pos:R:3:forces:R:3 method="wB97M-V/def2-TZVPD" total_charge=+2 s_squared=0.76 multiplicity=2 de_lowest_ev=0.000
Ir -0.6301 1.2808 -0.1333 0.96 1.60 2.03
C -2.6112 -2.3193 1.0126 0.52 0.02 0.08
C -2.7910 -3.4749 0.0452 0.70 0.13 0.44
C -2.3377 -3.1862 -1.3591 -0.46 0.85 -0.73
Sb -0.0555 -2.5371 -1.6498 0.82 -2.12 1.99
C 0.5965 -4.5700 -2.0996 -0.42 1.19 0.62
C 0.2049 -5.6045 -1.2767 -0.04 -0.47 0.14
C 0.5559 -6.9073 -1.5992 -0.14 -0.02 0.09
C 1.2764 -7.1652 -2.7536 0.01 -0.13 0.04
C 1.6585 -6.1222 -3.5793 0.05 0.11 -0.14
C 1.3158 -4.8178 -3.2544 0.12 0.01 -0.22
C 2.0518 -1.7753 -1.0249 -0.56 0.98 -0.92
C 2.1872 -0.4747 -0.5682 -0.57 0.28 -0.10
C 3.4441 0.0816 -0.4078 0.03 -0.19 0.08
C 4.5686 -0.6746 -0.6973 0.06 0.06 0.05
C 4.4354 -1.9761 -1.1489 -0.04 0.21 0.19
C 3.1745 -2.5281 -1.3312 -0.66 -0.59 -0.17
Sb -0.5059 -1.7698 1.1983 -0.04 -1.22 -0.88
C 0.1671 -3.7037 1.9120 -0.09 0.58 0.09
C -0.6259 -4.4506 2.7740 -0.06 0.17 -0.12
C -0.2130 -5.7133 3.1656 -0.03 -0.09 0.06
C 0.9968 -6.2197 2.7192 0.00 -0.04 0.00
C 1.8046 -5.4570 1.8918 0.04 0.05 0.07
C 1.3982 -4.1939 1.4981 0.06 0.12 -0.01
C 0.3262 0.7176 3.6728 0.55 -0.25 1.48
C -0.2035 -0.0617 4.6997 -0.06 0.40 -0.49
C 0.5902 -0.3839 5.7834 0.22 0.00 0.03
C 1.9106 0.0444 5.8337 -0.05 0.00 0.02
C 2.4336 0.8108 4.8018 -0.06 -0.12 0.14
C 1.6485 1.1484 3.7149 -0.48 -0.11 -0.41
H -2.9896 -2.5727 2.0036 -0.06 0.04 -0.02
H -3.1245 -1.4260 0.6624 -0.09 0.06 0.03
H -3.8651 -3.7004 0.0020 -0.01 -0.16 -0.40
H -2.3018 -4.3720 0.4365 -0.06 0.05 -0.05
H -2.8423 -2.3315 -1.8110 0.08 -0.03 0.01
H -2.4046 -4.0565 -2.0102 0.49 0.10 -0.15
H -0.3615 -5.4134 -0.3775 -0.03 -0.02 0.15
H 0.2524 -7.7122 -0.9462 0.00 -0.11 0.01
H 1.5306 -8.1824 -3.0157 0.04 -0.03 0.00
H 2.2158 -6.3183 -4.4838 0.02 -0.03 -0.05
H 1.5989 -4.0057 -3.9105 0.07 0.05 -0.08
H 1.3049 0.1608 -0.3621 0.48 -0.32 -0.11
H 3.5452 1.1028 -0.0701 -0.03 0.10 0.03
H 5.5482 -0.2406 -0.5721 0.12 0.01 -0.02
H 5.3157 -2.5579 -1.3736 0.02 -0.13 -0.05
H 3.0788 -3.5404 -1.7032 0.00 0.01 -0.05
H -1.5592 -4.0499 3.1496 -0.08 -0.07 -0.01
H -0.8383 -6.2982 3.8226 -0.04 -0.07 0.09
H 1.3165 -7.2022 3.0275 0.02 -0.13 0.03
H 2.7544 -5.8389 1.5520 0.12 -0.08 -0.03
H 2.0422 -3.5958 0.8646 -0.02 -0.09 -0.01
H -1.2383 -0.3636 4.6419 -0.11 -0.07 0.03
H 0.1749 -0.9594 6.5967 -0.01 -0.08 0.03
H 2.5297 -0.2196 6.6775 0.04 0.01 0.06
H 3.4566 1.1495 4.8448 0.11 0.01 -0.02
H 2.0421 1.7408 2.9028 0.17 0.03 -0.06
O -0.5272 0.9828 2.6206 0.25 2.14 -1.30
C -0.3060 1.9884 1.7268 -0.81 -3.67 -1.94
C -0.0179 3.3176 2.0566 0.70 2.33 0.77
C 0.0457 3.8378 3.3762 -0.25 -0.55 -0.59
C 0.2325 5.1824 3.5819 0.03 0.42 0.02
C 0.3432 6.0689 2.5098 -0.06 -0.42 0.13
C 0.3093 5.5891 1.2071 0.01 -0.10 -0.20
C 0.1569 4.2342 0.9730 -0.10 -0.63 0.49
P 0.0806 3.4630 -0.6651 -0.87 -1.48 -0.73
C 1.6160 3.7246 -1.5762 -0.05 -0.13 0.34
C 2.6681 4.4372 -1.0031 -0.22 -0.04 -0.08
C 3.7990 4.7006 -1.7534 0.14 0.02 -0.03
C 3.8941 4.2462 -3.0603 -0.03 -0.03 0.04
C 2.8670 3.4958 -3.6138 0.00 -0.06 0.00
C 1.7321 3.2175 -2.8731 -0.09 -0.04 0.11
C -1.2646 4.2665 -1.5760 0.04 0.17 0.27
C -1.2153 4.5981 -2.9268 0.08 0.04 0.20
C -2.3373 5.1277 -3.5428 -0.18 -0.03 -0.04
C -3.5044 5.3296 -2.8219 0.04 0.00 -0.01
C -3.5448 5.0310 -1.4654 -0.14 -0.07 0.01
C -2.4360 4.4889 -0.8462 0.18 -0.04 -0.09
H -0.0790 3.1732 4.2168 0.01 -0.01 0.08
H 0.2822 5.5634 4.5902 -0.04 0.03 0.09
H 0.4428 7.1266 2.6944 0.07 0.12 0.01
H 0.3975 6.2732 0.3754 0.01 0.06 -0.08
H 2.5911 4.7860 0.0153 0.08 0.11 0.07
H 4.6068 5.2684 -1.3211 0.11 0.06 0.06
H 4.7758 4.4645 -3.6441 0.06 0.03 -0.03
H 2.9462 3.1217 -4.6241 0.02 -0.03 -0.04
H 0.9441 2.6117 -3.3003 0.01 0.01 -0.02
H -0.3130 4.4586 -3.4972 0.09 -0.02 -0.08
H -2.3062 5.3764 -4.5938 0.04 0.01 -0.03
H -4.3845 5.7219 -3.3124 0.02 0.07 -0.01
H -4.4446 5.2181 -0.8961 -0.04 0.02 0.03
H -2.4549 4.2395 0.2067 -0.14 0.02 0.10
C -5.9830 0.5164 -0.0019 0.00 -0.03 0.03
C -4.9503 1.0923 -0.9802 -0.95 -0.01 -0.51
C -3.6733 1.1658 -0.3568 0.91 -0.03 0.90
N -2.6918 1.1620 0.2476 -0.59 0.11 -0.78
H -6.9502 0.4606 -0.4913 -0.06 0.02 -0.01
H -6.0655 1.1407 0.8838 -0.06 0.03 0.03
H -5.6925 -0.4834 0.3071 -0.02 -0.11 0.05
H -5.2425 2.0945 -1.3081 0.10 -0.08 -0.06
H -4.8607 0.4545 -1.8667 0.03 0.15 0.03
O 0.7151 -0.0890 -3.1501 1.27 0.06 -0.24
Cl -0.6785 0.1059 -3.2725 0.89 0.41 -0.59
O -0.9776 1.3788 -3.7643 -0.57 1.37 -0.75
O -1.2805 -0.9470 -3.9709 -0.86 -0.87 -0.96
O -1.2172 0.0241 -1.9014 -0.69 0.21 2.48

=====

[2]
108
Properties=species:S:1:pos:R:3:forces:R:3 method="wB97M-V/def2-TZVPD" de_lowest_ev=0.000
Na -0.1464 -0.6629 -0.4328 0.74 0.99 -1.23
C -0.6321 0.2164 -4.0083 0.19 0.09 -0.30
O -1.2317 -0.1225 -2.7849 -0.21 -0.15 0.25
C -2.4196 0.4720 -2.4678 -0.29 -0.18 0.33
C -3.0402 1.4588 -3.2158 0.10 -0.02 -0.21
C -4.2556 1.9989 -2.8124 -0.06 0.00 0.10
C -4.8552 1.5674 -1.6426 -0.21 0.13 -0.21
C -4.2507 0.5823 -0.8902 0.32 -0.13 0.04
C -3.0341 0.0150 -1.2820 -0.94 0.63 -0.54
N -2.3814 -0.9032 -0.4970 0.35 -1.24 1.23
N -3.1563 -1.5657 0.2846 -0.49 1.08 -1.42
C -2.7280 -2.2760 1.3219 0.94 -0.40 0.50
C -1.4022 -2.1798 1.8780 -0.18 0.14 -0.47
O -0.4765 -1.5197 1.3289 -0.24 -1.08 1.38
C -1.1910 -2.8113 3.1540 0.05 -0.22 0.43
C -2.1674 -3.4829 3.8046 0.33 0.18 -0.11
C -3.4718 -3.6253 3.2502 -0.34 0.03 -0.30
C -4.4866 -4.3128 3.9296 -0.08 -0.06 -0.01
C -5.7445 -4.4261 3.3913 -0.06 -0.08 0.19
C -6.0113 -3.8665 2.1391 0.02 0.02 -0.05
C -5.0289 -3.2026 1.4459 -0.15 0.02 0.01
C -3.7455 -3.0430 1.9938 -0.09 -0.07 0.32
H -1.3018 0.0255 -4.8539 0.01 0.02 0.08
H 0.2475 -0.4188 -4.0978 0.01 0.04 -0.01
H -0.3149 1.2647 -4.0245 -0.04 -0.02 -0.03
H -2.5927 1.8305 -4.1226 0.14 -0.02 -0.14
H -4.7313 2.7561 -3.4185 0.02 0.08 -0.05
H -5.8010 1.9857 -1.3266 -0.02 0.04 0.02
H -4.6870 0.2258 0.0323 -0.01 0.04 0.02
H -0.1994 -2.7216 3.5741 0.09 0.03 0.04
H -1.9735 -3.9285 4.7720 0.05 -0.05 0.06
H -4.2626 -4.7527 4.8913 0.02 -0.04 0.12
H -6.5293 -4.9379 3.9334 0.03 -0.04 0.00
H -7.0032 -3.9569 1.7179 -0.04 -0.01 -0.07
H -5.2303 -2.7746 0.4757 -0.03 0.02 -0.02
S 6.6408 2.3859 1.6075 -0.57 0.22 0.09
C 6.4110 3.8577 2.4576 -0.01 -0.20 -0.14
C 5.0990 4.2035 2.5344 0.31 0.15 0.14
C 4.2543 3.2729 1.9043 0.04 -0.47 -0.28
C 4.9254 2.2190 1.3405 0.52 0.65 0.46
C 4.3908 1.1054 0.5946 0.00 -0.78 -0.53
C 2.9950 0.9269 0.4510 0.31 0.18 0.13
N 2.4463 -0.0282 -0.2433 -0.50 -0.17 -0.10
C 3.2291 -0.9251 -0.8581 0.91 0.15 0.14
C 4.6429 -0.8725 -0.7632 -0.59 0.13 0.06
C 5.4429 -1.8582 -1.4102 -0.03 -0.33 -0.24
C 4.8671 -2.8619 -2.1095 0.30 0.17 0.14
C 3.4494 -2.9459 -2.2376 -0.50 0.33 0.20
C 2.8319 -3.9736 -2.9583 -0.66 0.09 0.03
C 1.4480 -4.0043 -3.0630 0.71 0.55 0.34
C 0.7388 -2.9506 -2.4415 -0.02 -0.35 -0.27
N 1.2877 -1.9827 -1.7644 0.05 0.09 0.11
C 2.6222 -1.9655 -1.6307 0.44 -0.63 -0.42
C 0.7292 -5.0403 -3.7654 -0.61 -0.60 -0.42
C 1.2168 -6.1258 -4.4505 -0.03 0.47 0.29
C 0.2075 -6.9379 -5.0002 -0.32 -0.08 -0.06
C -1.0408 -6.4708 -4.7328 -0.04 0.24 0.14
S -1.0134 -5.0287 -3.8068 0.51 -0.39 -0.21
C 5.2074 0.1728 -0.0280 -0.48 0.38 0.26
H 7.2600 4.3837 2.8457 0.17 0.12 0.10
H 4.7397 5.0924 3.0205 0.00 0.16 0.11
H 3.1870 3.3884 1.8662 -0.23 -0.01 -0.05
H 2.2992 1.6063 0.9244 -0.03 0.17 0.11
H 6.5171 -1.7768 -1.3257 0.09 -0.06 0.00
H 5.4643 -3.6224 -2.5926 0.10 -0.02 -0.03
H 3.4424 -4.7348 -3.4218 0.05 -0.08 -0.04
H -0.3408 -2.9140 -2.5237 -0.13 0.04 0.03
H 2.2630 -6.3437 -4.5630 0.23 0.02 0.02
H 0.3970 -7.8314 -5.5680 0.02 -0.14 -0.08
H -1.9843 -6.8901 -5.0216 -0.16 -0.12 -0.09
H 6.2833 0.2548 0.0475 0.09 -0.05 -0.04
N 2.6297 4.9987 -3.9853 0.06 0.32 -0.18
C 2.3873 3.7746 -3.4574 -0.09 0.09 -0.03
O 3.1693 2.8559 -3.5902 0.13 -0.21 0.02
C 1.1078 3.6156 -2.7028 -0.27 -0.15 0.17
C 0.0489 4.5204 -2.7089 0.14 -0.24 0.11
C -1.0818 4.2280 -1.9649 0.12 0.08 0.00
C -1.1127 3.0506 -1.2343 -0.12 0.21 -0.01
N -0.1125 2.1839 -1.2169 0.00 -0.36 -0.02
C 0.9550 2.4546 -1.9419 0.34 0.34 -0.28
H 3.4826 5.1266 -4.5030 -0.02 -0.04 0.03
H 2.0150 5.7841 -3.8770 0.04 -0.09 0.06
H 0.0841 5.4325 -3.2857 -0.02 0.10 -0.07
H -1.9164 4.9089 -1.9416 -0.15 0.03 -0.01
H -1.9737 2.7829 -0.6379 -0.20 0.02 0.08
H 1.7454 1.7212 -1.9261 0.18 -0.05 -0.07
C -2.4215 1.3281 4.5849 0.02 0.04 -0.05
C -2.4913 1.2045 3.0741 0.30 -0.02 -0.29
Sb -0.5869 1.2765 1.9725 -0.20 0.74 0.79
C -0.1479 3.4554 2.2264 -0.12 -0.55 -0.11
C -0.6192 4.2134 3.4505 0.04 0.06 -0.02
C 0.6516 0.4484 3.5752 -0.12 0.14 -0.31
C 1.2657 1.4054 4.5782 -0.01 -0.05 0.00
H -3.4181 1.2677 5.0249 -0.06 -0.02 0.06
H -1.9819 2.2768 4.8824 0.05 0.03 0.13
H -1.8267 0.5219 5.0069 0.07 -0.04 0.14
H -3.1317 1.9824 2.6511 0.02 -0.02 -0.10
H -2.9304 0.2419 2.8052 -0.05 0.00 -0.12
H -0.5735 3.9109 1.3281 0.04 -0.05 -0.05
H 0.9351 3.5519 2.1279 0.13 -0.03 -0.09
H -1.6961 4.1219 3.5739 -0.10 0.01 0.11
H -0.3868 5.2773 3.3579 -0.02 0.07 0.06
H -0.1276 3.8452 4.3469 -0.08 0.02 0.16
H 1.4320 -0.1071 3.0570 0.00 -0.13 -0.06
H 0.0234 -0.2820 4.0819 -0.04 -0.13 -0.06
H 1.8360 2.1862 4.0739 0.04 0.13 0.08
H 1.9480 0.8717 5.2443 0.05 0.05 0.05
H 0.4987 1.8708 5.1944 0.03 0.11 0.04